90
Properties=species:S:1:pos:R:3:lowdin_charge:R:1 method="wB97M-V/def2-TZVPD" e_lumo_ha="-0.0711 / -0.0753" homo_ev="-4.70 / -4.60" relative_energy_ev=9.542 homo_lumo_gap_ev="2.7624 / 2.5541"
C -1.51169 -3.58121 -1.21370 -0.120
H 3.69701 6.12789 0.37100 0.110
C 2.38601 1.81009 3.05100 -0.074
Se 1.77351 -0.80441 -2.73000 0.127
H -1.59189 -4.22341 5.41880 0.107
H 1.83401 -5.48321 -1.37610 0.087
N -0.69099 3.99909 0.32580 0.022
C -2.32299 -3.08411 1.71870 -0.074
H -2.15879 -5.27061 -0.10010 0.128
H -2.51599 -3.19981 -1.33690 0.087
C -0.04339 -5.37781 -0.41890 -0.110
P 2.26971 -3.04721 -2.76540 0.739
C 3.11901 -3.65591 -5.33800 -0.127
H 2.11841 4.43199 -0.52820 0.110
H -1.15399 -4.85001 1.99820 0.142
C -1.08419 4.55279 -0.84220 -0.243
H 0.51781 -4.80571 4.02820 0.125
H -3.19829 1.06749 2.33340 0.130
C 3.49091 5.22479 0.92370 -0.027
H -0.86929 4.53309 3.60140 0.083
H -0.73079 -2.35631 -2.73640 0.064
H -2.37489 6.05709 -4.19670 0.105
H 4.81471 5.66659 2.56560 0.112
C 2.83171 2.92809 2.28200 -0.281
C -0.31089 -0.29901 3.09650 -0.270
H 0.08771 -6.30721 0.11760 0.087
N 0.96021 0.01849 3.21910 0.121
Se 2.68311 0.00919 -0.74480 -0.043
C 0.91601 -4.92421 -1.25310 -0.184
N 1.41091 1.07659 2.62100 -0.100
C -0.94249 4.60359 1.46870 -0.322
C -1.67809 -2.26661 4.33020 -0.050
C 2.60461 4.28969 0.42670 -0.114
C 0.31671 -2.80651 2.99130 -0.147
H -0.04559 -2.67161 -4.68400 0.082
C -2.26139 6.32339 -2.08440 -0.054
C -1.60839 5.84359 1.51830 -0.019
C -1.17189 -3.99381 1.31710 -0.179
H -2.11579 0.05309 -0.80200 0.099
C -0.68959 -1.71511 3.30550 -0.183
C -1.29049 -4.59281 -0.13470 -0.266
H 4.05451 -3.85831 -4.83540 0.088
N -1.19419 -0.24391 -0.51890 0.024
N 2.27461 3.18239 1.07560 -0.029
C 2.02041 -3.24011 -4.59040 -0.465
C -1.29119 4.47489 -3.25520 -0.127
C 0.72351 -3.13181 -6.61560 -0.092
H -1.07289 3.96769 -4.18250 0.097
N -2.86409 -1.05971 2.26010 0.097
C 1.82381 -3.53641 -7.35200 -0.103
H -3.26069 -3.63831 1.82750 0.165
H -2.55209 7.37529 0.36890 0.118
H 2.81351 1.66669 4.04180 0.132
H -0.21379 -2.92501 -7.11340 0.099
H 4.22891 3.57219 3.78020 0.115
C -0.52469 -3.16001 -2.03800 -0.209
C 0.10851 -3.17661 1.49460 -0.166
N -1.23799 0.62409 2.80350 0.145
C 3.02111 -3.80441 -6.71000 -0.100
H 3.87851 -4.12931 -7.28290 0.097
H 0.57791 3.93089 2.79100 0.061
C -0.01489 -1.93941 0.67100 -0.011
C 4.10501 4.96609 2.15000 -0.044
H 1.74751 -3.63561 -8.42460 0.095
H -3.86839 -1.18821 2.42010 0.195
H 0.96181 -3.75821 1.14480 0.150
H -1.76769 6.32169 2.47360 0.108
C -1.13679 -3.60651 4.66660 -0.020
C -1.80759 5.78239 -0.87120 -0.163
H -2.80069 7.25799 -2.06900 0.106
H -0.86879 2.93679 2.81180 0.042
C 3.78281 3.81239 2.82510 -0.007
C 0.75891 -3.74381 -2.02790 -0.508
H 1.34151 -2.45931 3.13050 0.153
C -2.49079 -1.78861 0.90590 -0.058
C -0.79999 3.91569 -2.08470 -0.631
C 0.81971 -2.98781 -5.24420 -0.110
H 0.89861 -1.53841 0.26020 0.015
C -0.50799 3.96339 2.74740 -0.032
C -2.06659 -2.13771 2.88990 -0.210
C -2.01889 5.65819 -3.25920 -0.082
Pb 0.54741 1.69979 0.25900 0.935
C -2.46489 0.30959 2.54220 -0.053
C -0.05489 -3.89711 3.95110 -0.012
H -2.15009 -1.65771 5.08690 0.149
S 0.17181 2.49109 -2.23890 0.528
H -3.30929 -1.68651 0.19470 0.153
C -1.17149 -1.33861 0.36030 -0.318
H -0.58529 -0.36871 -1.32470 -0.001
C -2.03409 6.42679 0.36030 -0.001

=====

17
Properties=species:S:1:pos:R:3:lowdin_charge:R:1 method="wB97M-V/def2-TZVPD" e_lumo_ha="-0.4159 / -0.4159" homo_ev="-19.61 / -19.61" relative_energy_ev=4.447 homo_lumo_gap_ev="8.2894 / 8.2900" smiles="C=[N+]=C(C)[N+](=C)C" total_charge=+2
C 1.29539 1.26072 0.82243 0.299
C -0.22375 -1.61183 -0.38305 0.032
C -0.26112 -0.33015 0.18063 -0.055
N -1.25430 0.23006 1.23669 0.117
H 2.16353 1.74259 0.61330 0.109
N 0.78334 0.59899 -0.15664 -0.072
H 0.84558 1.35356 1.90830 0.203
H 0.76449 -2.00281 -0.93757 0.187
H -0.66332 -2.49814 0.16644 0.181
H -1.13872 -1.88667 -0.96216 0.177
H 2.20693 -0.31627 -1.41010 0.120
H -2.89777 0.83590 2.35015 0.191
C -2.47096 0.44095 1.26225 0.062
H 0.65544 0.09806 -2.07574 0.090
C 1.38624 0.34812 -1.42362 0.027
H -3.30839 0.53624 0.48329 0.153
H 2.11741 1.20069 -1.67460 0.180

=====

17
Properties=species:S:1:pos:R:3:lowdin_charge:R:1 method="wB97M-V/def2-TZVPD" e_lumo_ha="-0.1646 / -0.3408" homo_ev="-10.21 / -10.21" relative_energy_ev=2.032 homo_lumo_gap_ev="5.7327 / 0.9389" s_squared=0.75 total_charge=+1 spin_multiplicity=2
H -1.75810 3.61550 3.38675 -0.010
S -2.76650 4.23363 2.69496 1.147
H 3.57305 -2.28124 -0.07181 0.034
H -1.47356 3.36341 0.37706 0.084
H -2.19823 1.86962 -0.02131 0.097
H -3.22947 1.98322 2.50938 0.099
H -1.18150 1.81026 1.42493 0.092
N 1.97381 -3.23477 -2.88816 0.029
H -4.00824 2.83994 1.17790 0.093
H 2.79327 -3.40368 -3.44772 0.075
H 1.50871 -2.87390 -0.81528 0.089
C -1.83611 2.44076 0.83035 -0.103
C -3.06881 2.73230 1.72423 -0.499
C 2.31027 -3.01988 -1.54062 -0.326
C 3.52799 -2.84562 -0.99096 -0.030
H 4.43828 -3.15296 -1.49706 0.045
H 1.39514 -4.07660 -2.85264 0.084

=====

77
Properties=species:S:1:pos:R:3:lowdin_charge:R:1 method="wB97M-V/def2-TZVPD" e_lumo_ha=0.0929 homo_ev=-7.26 relative_energy_ev=1.118 homo_lumo_gap_ev=9.7855 total_charge=-1
H -3.69079 19.88603 -3.25137 0.096
H -5.24956 20.69685 2.02747 0.090
H -1.95264 16.44843 6.47312 0.067
H -0.29477 12.31150 -0.35287 0.067
H -6.45156 21.87195 2.69957 0.118
H -6.24390 15.73638 1.78732 0.107
H 1.16947 24.34415 0.96785 0.054
H 2.27759 23.02059 0.52806 0.061
O -3.76532 20.58723 -0.51528 -0.351
H -5.96456 17.61899 3.07815 0.072
C -1.92029 13.56245 0.29021 -0.287
H -1.54307 12.50617 -1.54962 0.071
H -4.97886 21.82953 -5.38423 0.071
O -2.09815 20.21032 1.05673 -0.362
C -1.90398 17.52683 6.31954 -0.111
C -6.61771 16.63893 1.30220 -0.257
C -2.79403 18.09914 5.20629 -0.249
C 0.32975 22.82451 -0.33221 -0.204
C -7.21959 16.17182 -1.12458 -0.239
H -3.92749 24.88573 2.38459 0.048
H -0.85612 17.78711 6.16338 0.072
C -5.08325 20.99611 -4.68816 -0.104
H -3.00825 13.55132 0.36160 0.103
H -1.49731 23.85865 -1.10215 0.075
H 1.05065 22.74597 1.78074 0.072
O -1.69716 19.94641 -1.21480 -0.381
H 0.89772 23.17600 -1.19548 0.091
H -1.51562 13.39454 1.28803 0.093
H 0.29370 21.75261 -0.52301 0.090
N 1.09952 15.09664 -0.59963 0.128
H -2.01286 14.93000 -1.36095 0.123
C -4.56685 22.74446 1.91273 -0.230
O -2.87920 18.32090 -0.11786 -0.373
C -2.20574 18.01305 3.77120 -0.166
N -8.03858 15.86974 -1.84911 0.121
C -2.90955 22.62101 -3.53784 -0.238
N -2.06131 15.51044 3.05695 0.164
N -1.29651 25.44726 1.53727 0.138
C 1.26432 23.26619 0.84743 -0.113
C -1.37679 12.35546 -0.48178 -0.119
H -5.24601 18.19008 1.56044 0.059
H -3.54992 22.35608 1.87625 0.088
H -2.17574 17.97496 7.27581 0.065
H -5.95024 17.63695 -0.46902 0.112
C -2.15323 16.61856 3.35209 -0.219
H -1.72044 21.02876 -3.70411 0.112
C -1.52316 14.84923 -0.39184 -0.192
N -3.13507 23.64264 -3.04581 0.154
H -2.36524 21.63286 -5.29237 0.121
H -3.56137 19.67983 -5.00247 0.099
H -7.68876 16.46188 1.19635 0.102
H -5.28020 16.00650 -0.38667 0.112
H -5.69409 24.54770 2.50851 0.069
H -1.71037 15.70797 0.25603 0.088
C -3.74138 20.40580 -4.20722 -0.242
C -6.17182 17.86465 2.03642 -0.103
C -2.58636 21.40725 -4.24930 -0.191
C -5.39531 21.61541 2.59444 -0.172
H -6.93502 18.64271 2.03766 0.079
H -2.83163 18.57289 3.07733 0.096
C -4.68871 24.13709 2.59908 -0.096
H -3.76765 17.61360 5.13204 0.101
H -5.52805 21.48966 -3.82219 0.070
Cl -2.67269 19.76004 -0.16894 0.593
C -6.16195 16.60896 -0.17044 -0.171
C -0.04185 14.99071 -0.46944 -0.229
H -1.79442 11.41411 -0.12600 0.067
C -1.10559 23.47144 -0.16009 -0.151
H -2.94668 19.12781 5.53232 0.086
H -5.72725 20.23333 -5.12223 0.067
H -4.51954 23.90104 3.65262 0.055
H -1.79425 22.64353 0.00686 0.080
H -1.17434 18.36270 3.81992 0.124
C -1.23290 24.59633 0.79515 -0.244
C -5.07455 21.42940 4.01073 -0.242
N -4.80718 21.29415 5.12206 0.138
H -4.98706 22.97017 0.93270 0.105